Entry 1:
79
Properties=species:S:1:pos:R:3 method="wB97M-V/def2-TZVPD" largest_force_ev_per_a=2.44 multiplicity=2 gap_ev="3.6723 / 4.0942" homo_energy_ev="-11.97 / -11.97" charge=+2 e_tot_ha=-3015.6964 lumo_ha="-0.3048 / -0.2893"
Ru -2.798 0.941 -0.867
O -0.902 1.437 0.451
S -0.123 2.373 1.327
C -0.913 2.208 2.988
C -1.268 0.754 3.237
C -2.348 0.537 4.298
C -3.749 0.985 3.906
S -4.488 0.321 2.339
O -3.809 1.082 1.238
C -3.707 -1.320 2.309
C -2.874 -1.657 1.259
C -2.264 -2.898 1.234
C -2.511 -3.803 2.255
C -3.376 -3.474 3.287
C -3.988 -2.230 3.315
C 1.370 1.413 1.715
C 2.383 2.000 2.453
C 3.525 1.264 2.728
C 3.654 -0.029 2.241
C 2.644 -0.598 1.483
C 1.492 0.125 1.226
H -1.796 2.843 2.937
H -0.219 2.613 3.721
H -0.375 0.203 3.538
H -1.607 0.328 2.288
H -2.078 1.082 5.208
H -2.363 -0.525 4.547
H -3.806 2.063 3.763
H -4.455 0.706 4.689
H -2.692 -0.934 0.447
H -1.604 -3.154 0.419
H -2.034 -4.768 2.239
H -3.579 -4.184 4.073
H -4.673 -1.971 4.108
H 2.279 3.014 2.812
H 4.315 1.696 3.322
H 4.541 -0.600 2.461
H 2.740 -1.602 1.099
H 0.677 -0.305 0.666
I -2.811 3.116 -2.249
N -6.284 -1.905 -3.862
N -5.969 -1.035 -2.898
N -6.866 -0.322 -2.272
C -6.157 0.315 -1.357
N -4.871 -0.026 -1.436
N -4.766 -0.884 -2.426
H -7.220 -1.771 -4.222
H -5.558 -2.060 -4.552
H -6.579 1.007 -0.659
C 6.559 4.251 -2.291
C 6.019 2.873 -2.334
C 6.785 1.786 -1.892
C 6.289 0.507 -1.941
C 4.989 0.252 -2.416
N 4.577 -1.067 -2.427
C 3.344 -1.696 -2.447
O 3.286 -2.886 -2.616
N 2.254 -0.885 -2.198
C 0.926 -1.271 -2.261
C 0.504 -2.554 -2.622
C -0.850 -2.825 -2.651
C -1.756 -1.834 -2.306
N -1.355 -0.612 -1.962
C -0.059 -0.323 -1.956
C 4.227 1.334 -2.889
C 4.742 2.610 -2.848
H 7.381 4.332 -1.586
H 5.783 4.971 -2.039
H 6.942 4.529 -3.276
H 7.780 1.962 -1.512
H 6.893 -0.320 -1.597
H 5.332 -1.748 -2.430
H 2.427 0.065 -1.898
H 1.227 -3.311 -2.878
H -1.198 -3.804 -2.936
H -2.823 -2.014 -2.308
H 0.207 0.701 -1.711
H 3.265 1.177 -3.356
H 4.163 3.431 -3.245

---

Entry 2:
76
Properties=species:S:1:pos:R:3 method="wB97M-V/def2-TZVPD" largest_force_ev_per_a=0.91 multiplicity=1 gap_ev=7.7568 homo_energy_ev=-7.69 e_tot_ha=-3651.5668 lumo_ha=0.0024
Mg -0.235 -0.110 0.949
O 2.642 -1.130 -0.464
N 2.131 0.133 -0.257
C 3.080 0.966 -0.126
C 2.942 2.430 0.010
C 4.160 3.119 0.016
C 4.217 4.499 0.040
C 3.037 5.229 0.048
C 1.825 4.561 0.061
C 1.747 3.167 0.055
P 0.066 2.400 0.159
C -0.671 3.473 1.459
C -1.545 4.533 1.242
C -1.982 5.309 2.309
C -1.549 5.035 3.598
C -0.680 3.976 3.825
C -0.248 3.199 2.762
C -0.721 2.941 -1.394
C 0.009 3.397 -2.488
C -0.639 3.755 -3.663
C -2.019 3.655 -3.757
C -2.751 3.172 -2.679
C -2.106 2.802 -1.510
H 1.860 -1.698 -0.456
H 4.099 0.585 -0.163
H 5.082 2.546 -0.009
H 5.176 5.004 0.044
H 3.059 6.312 0.051
H 0.908 5.137 0.086
H -1.890 4.758 0.241
H -2.663 6.132 2.130
H -1.894 5.640 4.428
H -0.351 3.739 4.829
H 0.419 2.365 2.952
H 1.088 3.472 -2.430
H -0.061 4.111 -4.508
H -2.523 3.943 -4.671
H -3.827 3.069 -2.756
H -2.669 2.387 -0.682
O -2.013 0.220 0.198
N -2.694 -0.921 0.062
C -3.967 -0.974 0.510
C -4.707 -2.117 0.402
C -4.116 -3.245 -0.173
C -2.815 -3.183 -0.613
C -2.060 -2.000 -0.501
S -0.438 -1.824 -1.019
H -4.326 -0.058 0.951
H -5.724 -2.131 0.766
H -4.675 -4.170 -0.264
H -2.321 -4.036 -1.052
C 0.540 -4.339 4.507
C -0.529 -3.342 4.919
C -1.779 -3.451 4.065
O -0.010 -1.984 4.986
P 0.186 -0.893 3.831
S -1.502 -0.025 3.284
S 1.255 -1.620 2.317
O 0.962 0.239 4.652
C 2.221 0.252 5.377
C 2.100 -0.523 6.676
C 3.423 -0.186 4.558
H 0.168 -5.353 4.666
H 1.444 -4.201 5.104
H 0.799 -4.221 3.457
H -0.793 -3.535 5.957
H -1.545 -3.281 3.012
H -2.529 -2.723 4.373
H -2.195 -4.457 4.170
H 2.331 1.309 5.610
H 1.955 -1.584 6.475
H 1.256 -0.164 7.268
H 3.017 -0.395 7.256
H 3.431 -1.266 4.414
H 4.332 0.102 5.093
H 3.426 0.290 3.578

---

Entry 3:
77
Properties=species:S:1:pos:R:3 method="wB97M-V/def2-TZVPD" largest_force_ev_per_a=3.49 multiplicity=5 gap_ev="5.3539 / 6.1862" homo_energy_ev="-12.25 / -14.23" charge=+2 e_tot_ha=-2206.9060 lumo_ha="-0.2533 / -0.2956"
Os -0.095 0.020 0.288
C -0.409 -4.291 0.598
C -0.590 -2.991 0.176
N -0.306 -1.953 0.950
C -0.043 -2.224 2.279
C -0.004 -3.563 2.728
N -0.110 -4.586 1.897
C 0.050 -1.043 3.093
C 0.100 -1.007 4.499
C -0.057 0.230 5.121
C -0.185 1.366 4.334
C -0.231 1.266 2.945
N -0.064 0.056 2.335
C -0.496 2.349 2.032
C -0.598 3.696 2.361
N -0.932 4.620 1.432
C -0.865 4.213 0.137
C -0.629 2.915 -0.230
N -0.486 1.982 0.724
C -0.164 0.203 6.591
C -0.142 -0.969 7.408
C -0.422 -0.824 8.745
N -0.606 0.302 9.399
C -0.550 1.359 8.654
C -0.255 1.410 7.298
H -0.638 -5.116 -0.073
H -1.037 -2.713 -0.778
H 0.153 -3.752 3.768
H 0.156 -1.942 5.065
H -0.260 2.320 4.816
H -0.566 4.027 3.400
H -1.080 4.958 -0.641
H -0.637 2.682 -1.288
H 0.051 -2.000 7.001
H -0.591 -1.727 9.319
H -0.712 2.292 9.197
H -0.210 2.395 6.834
C 2.498 1.730 -2.749
Si 2.420 0.088 -1.921
C 3.975 -0.978 -2.164
C 1.165 -2.302 -2.660
C 1.916 0.282 -0.088
H 2.277 1.676 -3.793
H 3.530 2.134 -2.731
H 1.773 2.450 -2.346
H 4.124 -1.393 -3.149
H 3.940 -1.847 -1.445
H 4.856 -0.393 -1.801
H 1.875 -2.679 -3.477
H 0.158 -2.804 -2.799
H 1.538 -2.600 -1.678
H 2.035 1.327 0.143
H 2.485 -0.360 0.587
C -1.708 -2.448 -5.276
C -0.662 -1.298 -5.247
C -0.772 -0.054 -4.301
C -0.109 1.149 -5.065
C -0.249 2.575 -4.515
C -2.232 0.473 -4.142
O -2.804 1.194 -4.934
N -2.846 0.173 -2.866
C -2.274 0.138 -1.598
O -2.834 0.226 -0.502
N -0.872 -0.081 -1.686
C -0.246 -0.207 -2.835
O 1.070 -0.768 -2.748
H -1.367 -3.264 -5.934
H -2.640 -2.059 -5.712
H -1.956 -2.831 -4.272
H -0.694 -0.799 -6.237
H 0.336 -1.754 -5.199
H -0.578 1.081 -6.105
H 0.971 0.906 -5.120
H -1.307 2.918 -4.541
H 0.354 3.259 -5.139
H 0.101 2.743 -3.485
H -3.788 0.436 -2.883

---

Entry 4:
77
Properties=species:S:1:pos:R:3 method="wB97M-V/def2-TZVPD" largest_force_ev_per_a=4.58 multiplicity=1 gap_ev="2.4664 / 2.0679" homo_energy_ev="-0.67 / -0.27" charge=-1 e_tot_ha=-4604.2326 lumo_ha="0.0660 / 0.0661"
Cu 0.438 0.670 0.633
N -2.064 0.481 5.388
C -0.794 0.687 5.097
N -0.219 0.199 3.988
C 1.156 0.424 4.087
C 1.579 1.148 5.196
S 0.254 1.595 6.196
C 2.035 -0.300 3.171
C 3.005 -1.182 3.583
S 3.851 -1.826 2.233
C 2.917 -0.771 1.172
N 1.969 0.011 1.768
N 3.135 -0.767 -0.188
H -2.459 -0.372 4.980
H -2.379 0.756 6.314
H 2.595 1.328 5.478
H 3.234 -1.332 4.640
H 3.766 -1.471 -0.599
H 2.568 -0.209 -0.856
C -0.982 -2.285 1.667
Si -1.513 -0.698 0.889
C -2.347 -1.092 -0.803
C -2.954 0.054 1.781
C -4.075 -0.603 2.112
C -5.190 0.065 2.642
C -5.056 1.438 2.931
C -3.791 2.076 2.701
C -2.788 1.447 2.024
Si -1.326 2.096 1.075
C -1.999 2.830 -0.492
C -0.373 3.439 2.080
H -1.588 -2.431 2.651
H 0.051 -2.363 1.969
H -1.113 -3.095 0.987
H -3.200 -0.456 -0.931
H -2.657 -2.151 -0.755
H -1.618 -0.997 -1.616
H -4.136 -1.675 2.068
H -6.096 -0.425 2.844
H -5.782 1.950 3.537
H -3.655 3.065 3.047
H -2.765 3.614 -0.297
H -2.485 2.070 -1.073
H -1.242 3.317 -1.090
H -0.492 4.473 1.647
H 0.691 3.194 2.241
H -0.778 3.419 3.161
C -0.873 -4.594 -3.723
O -0.405 -3.197 -3.579
C 0.951 -3.021 -3.425
C 1.936 -4.044 -3.245
C 3.250 -3.696 -3.086
C 3.694 -2.391 -3.288
C 2.757 -1.411 -3.632
C 1.393 -1.659 -3.559
N 0.389 -0.708 -3.842
C 0.466 0.607 -4.152
C 1.179 1.635 -3.452
C 1.584 2.687 -4.281
C 2.285 3.718 -3.721
C 2.530 3.822 -2.342
C 2.003 2.844 -1.485
C 1.468 1.651 -2.031
O 1.151 0.621 -1.271
H -0.357 -5.179 -4.482
H -1.960 -4.531 -3.888
H -0.734 -5.021 -2.703
H 1.723 -5.081 -3.093
H 3.943 -4.469 -2.803
H 4.724 -2.219 -3.168
H 3.158 -0.461 -3.941
H -0.477 -1.216 -4.139
H -0.080 1.022 -4.976
H 1.202 2.790 -5.282
H 2.560 4.566 -4.304
H 3.111 4.651 -1.947
H 2.102 2.940 -0.438

---

Entry 5:
81
Properties=species:S:1:pos:R:3 method="wB97M-V/def2-TZVPD" largest_force_ev_per_a=0.76 multiplicity=6 gap_ev="7.3246 / 3.7280" homo_energy_ev="-12.26 / -12.25" charge=+2 e_tot_ha=-3665.1935 lumo_ha="-0.1815 / -0.3131"
Ir 0.735 -1.040 2.007
C 0.449 -4.987 5.137
O 1.697 -4.293 4.884
C 1.621 -3.223 4.134
O 0.581 -2.775 3.656
N 2.837 -2.652 3.935
N 2.897 -1.519 3.130
H 0.710 -5.805 5.796
H 0.041 -5.360 4.201
H -0.260 -4.316 5.613
H 3.667 -3.060 4.335
H 3.513 -1.670 2.337
H 3.232 -0.712 3.647
N -1.048 3.378 -3.780
C -1.907 4.211 -4.460
C -1.826 4.837 -5.694
C -2.909 5.616 -6.052
C -4.039 5.772 -5.212
C -4.117 5.153 -3.992
C -3.028 4.354 -3.607
N -2.842 3.627 -2.463
C -1.658 3.071 -2.592
C -1.082 2.205 -1.573
C 0.164 1.597 -1.698
C 0.617 0.771 -0.689
N -0.102 0.514 0.406
C -1.304 1.097 0.534
C -1.821 1.949 -0.413
H -0.153 3.060 -4.109
H -0.967 4.725 -6.342
H -2.896 6.126 -7.007
H -4.857 6.395 -5.546
H -4.976 5.267 -3.346
H 0.793 1.743 -2.566
H 1.587 0.297 -0.751
H -1.877 0.840 1.416
H -2.793 2.406 -0.285
C 5.345 1.653 3.388
C 4.341 2.777 3.415
O 2.989 2.251 3.685
P 2.000 1.868 2.524
O 2.453 0.765 1.627
Te 0.090 1.059 3.851
O 1.620 3.144 1.708
C 1.211 4.409 2.329
C 0.775 5.337 1.227
H 6.344 2.064 3.242
H 5.139 0.966 2.565
H 5.342 1.113 4.335
H 4.321 3.327 2.474
H 4.525 3.472 4.229
H 2.061 4.799 2.887
H 0.398 4.194 3.024
H 1.594 5.530 0.536
H 0.460 6.285 1.662
H -0.066 4.913 0.678
S -1.532 -2.119 1.554
P -0.593 -3.015 0.007
S 1.416 -2.563 0.295
C -1.106 -2.364 -1.587
C -2.096 -1.392 -1.674
C -2.462 -0.897 -2.919
C -1.835 -1.371 -4.063
C -0.847 -2.347 -3.974
C -0.482 -2.851 -2.737
C -0.807 -4.791 -0.045
C 0.192 -5.677 0.340
C -0.059 -7.041 0.303
C -1.299 -7.510 -0.108
C -2.298 -6.621 -0.489
C -2.055 -5.258 -0.463
H -2.590 -1.040 -0.776
H -3.246 -0.154 -2.994
H -2.128 -0.992 -5.034
H -0.372 -2.722 -4.870
H 0.278 -3.621 -2.667
H 1.162 -5.312 0.654
H 0.717 -7.738 0.587
H -1.488 -8.575 -0.137
H -3.262 -6.990 -0.812
H -2.829 -4.564 -0.771

---

Entry 6:
74
Properties=species:S:1:pos:R:3 method="wB97M-V/def2-TZVPD" largest_force_ev_per_a=4.76 multiplicity=1 gap_ev=5.1017 homo_energy_ev=-6.52 e_tot_ha=-1779.7916 lumo_ha=-0.0522
C -1.045 -4.868 2.850
O -0.719 -4.273 1.544
C -0.587 -2.916 1.426
C 0.714 -2.321 1.884
O 0.905 -1.121 2.103
O 1.714 -3.209 2.032
C 2.990 -2.563 2.225
C -1.762 -2.090 1.862
O -1.772 -0.918 2.184
O -2.863 -2.877 1.828
C -4.086 -2.209 2.124
H -0.846 -5.929 2.687
H -0.396 -4.458 3.634
H -2.109 -4.728 3.075
H 3.718 -3.369 2.180
H 3.157 -1.836 1.421
H 3.031 -2.055 3.196
H -4.845 -2.971 1.959
H -4.114 -1.864 3.165
H -4.211 -1.366 1.436
C 1.618 3.534 -3.431
N 1.377 2.542 -2.406
C 1.897 2.726 -1.155
O 2.581 3.691 -0.798
C 1.503 1.514 -0.316
C 0.811 1.873 1.007
C 1.695 2.681 1.884
C 2.871 2.277 2.493
N 3.425 3.348 3.172
C 2.599 4.464 3.015
C 2.769 5.778 3.438
C 1.785 6.712 3.073
C 0.663 6.320 2.319
C 0.499 4.997 1.890
C 1.483 4.065 2.224
N 0.634 0.761 -1.214
C 0.031 -0.370 -0.779
C -0.724 -1.232 -1.567
C -1.192 -2.465 -1.156
C -2.031 -3.281 -1.985
C -2.557 -4.523 -1.525
C -3.354 -5.322 -2.346
C -3.666 -4.915 -3.654
C -3.174 -3.693 -4.132
C -2.382 -2.890 -3.314
C 0.523 1.354 -2.568
C -0.932 1.775 -2.847
C 1.126 0.425 -3.637
H 2.286 4.296 -3.023
H 2.093 3.088 -4.312
H 0.687 4.018 -3.750
H 2.423 0.928 -0.114
H -0.107 2.441 0.782
H 0.533 0.938 1.517
H 3.320 1.289 2.454
H 4.294 3.325 3.692
H 3.645 6.037 4.031
H 1.893 7.751 3.386
H -0.092 7.065 2.059
H -0.360 4.666 1.306
H 0.166 -0.593 0.278
H -0.941 -0.909 -2.585
H -0.838 -2.869 -0.173
H -2.314 -4.843 -0.509
H -3.740 -6.276 -1.974
H -4.285 -5.538 -4.302
H -3.406 -3.360 -5.145
H -2.013 -1.947 -3.718
H -1.241 2.504 -2.082
H -1.009 2.250 -3.833
H -1.615 0.922 -2.804
H 2.192 0.288 -3.406
H 0.648 -0.559 -3.641
H 1.028 0.882 -4.630